Entry 1:
Computed, not measured: a cluster of 13 separate species, C41H98N2O27 in total at a distorted geometry, with ωB97M-V/def2-TZVPD.

Properties
LUMO energy = 0.266 eV
multiplicity = 1
molecular weight = 1051.22 g mol⁻¹
HOMO energy = -8.50 eV
strongest force on any atom = 3.26 eV Å⁻¹
Kohn-Sham gap = 8.763 eV
E_tot = -3761.6207 a.u.

Geometry as XYZ:
```
168
C41H98N2O27 ωB97M-V/def2-TZVPD
C -20.52 12.04 -12.73
C -19.84 12.79 -11.62
O -18.47 12.95 -11.96
C -17.53 12.00 -11.75
O -17.68 10.80 -11.54
O -16.28 12.61 -11.88
C -15.04 11.90 -11.78
H -20.16 11.01 -12.71
H -20.37 12.44 -13.73
H -21.59 11.98 -12.51
H -20.04 12.29 -10.67
H -20.28 13.78 -11.73
H -14.65 11.98 -10.77
H -14.33 12.48 -12.37
H -15.01 10.84 -12.06
C -16.25 7.48 -15.56
C -15.13 6.40 -15.43
O -15.46 5.48 -14.44
C -16.56 4.56 -14.57
O -17.35 4.46 -15.47
O -16.50 3.69 -13.55
C -15.68 3.91 -12.46
H -16.27 8.04 -14.62
H -17.21 7.02 -15.79
H -15.92 8.11 -16.39
H -14.21 6.96 -15.27
H -14.99 5.83 -16.35
H -15.63 4.94 -12.11
H -14.65 3.72 -12.79
H -15.98 3.33 -11.59
C -26.42 10.85 -21.21
C -27.31 9.71 -20.88
O -27.80 9.79 -19.55
C -28.85 8.97 -19.24
O -29.57 8.37 -20.06
O -28.93 8.95 -17.89
C -29.95 8.23 -17.22
H -27.04 11.57 -21.74
H -25.82 10.62 -22.10
H -25.79 11.22 -20.40
H -26.78 8.76 -20.96
H -28.10 9.77 -21.63
H -29.98 8.58 -16.18
H -29.84 7.15 -17.15
H -30.93 8.48 -17.63
C -13.06 15.49 -17.49
C -13.23 14.67 -18.87
O -12.20 14.89 -19.76
C -12.10 16.07 -20.40
O -12.90 17.02 -20.37
O -10.97 16.07 -21.08
C -10.45 17.43 -21.62
H -12.37 15.17 -16.71
H -14.02 15.41 -16.98
H -12.99 16.55 -17.72
H -14.19 14.73 -19.39
H -13.20 13.61 -18.59
H -9.47 17.20 -22.03
H -10.24 18.06 -20.75
H -11.11 17.91 -22.33
C -13.10 12.67 -23.09
C -13.06 11.81 -21.80
O -14.38 11.30 -21.67
C -14.97 11.41 -20.50
O -14.44 11.79 -19.50
O -16.20 11.09 -20.67
C -17.26 11.40 -19.80
H -13.53 13.64 -22.85
H -13.72 12.37 -23.93
H -12.07 12.83 -23.42
H -12.58 12.27 -20.93
H -12.33 11.00 -21.87
H -17.12 12.45 -19.52
H -17.21 10.95 -18.81
H -18.20 11.16 -20.29
C -24.12 5.97 -24.76
C -23.63 7.39 -25.04
O -23.02 8.09 -23.96
C -23.81 8.51 -22.93
O -24.99 8.33 -22.81
O -23.09 9.13 -21.96
C -21.68 8.94 -21.74
H -23.24 5.51 -24.31
H -24.44 5.41 -25.65
H -24.98 6.08 -24.10
H -24.41 7.98 -25.52
H -22.90 7.32 -25.85
H -21.04 9.33 -22.53
H -21.49 7.89 -21.51
H -21.41 9.67 -20.97
C -23.77 5.46 -10.43
O -24.84 5.53 -11.34
C -24.67 6.41 -12.43
C -24.41 7.91 -12.05
N -24.45 8.73 -13.22
C -24.17 10.20 -13.00
C -24.23 11.03 -14.35
O -25.51 10.63 -14.93
C -25.63 10.96 -16.30
H -23.94 4.55 -9.85
H -23.81 6.41 -9.90
H -22.91 5.15 -11.02
H -25.60 6.47 -12.99
H -23.98 5.96 -13.14
H -23.59 8.18 -11.39
H -25.23 8.28 -11.44
H -25.26 8.66 -13.82
H -23.15 10.43 -12.66
H -24.94 10.62 -12.35
H -23.36 10.77 -14.96
H -24.33 12.08 -14.08
H -25.16 10.13 -16.83
H -25.13 11.92 -16.45
H -26.70 11.03 -16.48
C -16.08 13.85 -16.23
O -17.20 12.99 -15.67
C -16.90 11.65 -15.59
C -18.20 10.87 -15.33
N -19.26 11.15 -16.25
C -20.37 10.34 -16.03
C -21.42 10.39 -17.22
O -22.33 11.56 -17.15
C -23.09 11.68 -18.34
H -15.21 13.87 -15.58
H -16.56 14.82 -16.33
H -15.82 13.32 -17.15
H -16.13 11.50 -14.82
H -16.53 11.28 -16.55
H -18.60 11.09 -14.34
H -17.84 9.85 -15.20
H -19.34 12.13 -16.48
H -20.85 10.54 -15.07
H -20.02 9.30 -16.04
H -22.10 9.55 -17.12
H -20.88 10.26 -18.16
H -23.60 12.64 -18.33
H -23.67 10.88 -18.79
H -22.33 11.76 -19.12
C -16.33 17.29 -18.44
O -17.64 17.78 -18.16
H -15.97 16.53 -17.74
H -16.18 16.86 -19.43
H -15.60 18.09 -18.34
H -17.50 18.73 -18.17
C -18.55 7.18 -12.72
O -19.50 6.11 -12.61
H -18.69 7.75 -13.64
H -18.69 7.93 -11.94
H -17.52 6.84 -12.62
H -20.37 6.28 -12.97
C -13.16 11.28 -16.18
O -13.07 10.36 -15.15
H -13.86 11.99 -15.74
H -12.23 11.81 -16.40
H -13.56 10.95 -17.14
H -12.54 9.61 -15.41
C -21.75 6.64 -14.82
O -21.89 7.23 -13.53
H -22.03 7.26 -15.67
H -20.80 6.19 -15.12
H -22.47 5.82 -14.81
H -22.77 7.62 -13.46
C -23.77 14.82 -15.58
O -23.61 14.96 -14.15
H -22.91 15.09 -16.20
H -23.86 13.74 -15.66
H -24.77 15.10 -15.92
H -22.72 15.10 -13.82
```

Entry 2:
Computed, not measured: a structure of composition C42H100I2N9O at a distorted geometry, with ωB97M-V/def2-TZVPD.

Properties
LUMO energy = -4.625 eV
multiplicity = 1
molecular weight = 1001.13 g mol⁻¹
HOMO energy = -9.33 eV
strongest force on any atom = 5.39 eV Å⁻¹
total charge = +1
Kohn-Sham gap = 4.702 eV
E_tot = -2823.2249 a.u.

Geometry as XYZ:
```
154
C42H100I2N9O ωB97M-V/def2-TZVPD
C -1.07 -2.86 -2.18
C -1.47 -1.73 -3.28
I -3.52 -1.62 -4.08
C -0.49 -0.78 -3.73
I -1.05 0.78 -5.18
N 0.91 -0.83 -3.21
C 1.87 -1.83 -3.83
C 3.38 -1.25 -3.86
O 4.39 -2.01 -3.90
C 1.32 -0.05 -2.18
N 2.05 -0.59 -1.04
N 1.04 1.39 -2.18
H -0.01 -2.69 -1.76
H -1.16 -3.91 -2.60
H -1.78 -2.67 -1.29
H 1.87 -2.79 -3.19
H 1.51 -2.17 -4.87
H 3.57 -0.11 -3.86
H 1.56 -0.39 -0.15
H 2.22 -1.61 -1.15
H 1.88 1.90 -1.84
H 0.97 1.69 -3.18
C -1.36 2.90 -11.80
C -1.33 1.98 -10.59
N -2.30 0.90 -10.63
C -2.42 0.18 -9.36
C -1.20 -0.60 -8.87
C -2.27 0.05 -11.82
C -0.96 -0.68 -12.13
H -2.35 3.35 -11.93
H -0.65 3.72 -11.67
H -1.09 2.38 -12.72
H -1.54 2.61 -9.71
H -0.31 1.60 -10.47
H -3.27 -0.50 -9.41
H -2.68 0.91 -8.59
H -1.07 -1.53 -9.42
H -1.33 -0.87 -7.82
H -0.27 -0.02 -8.95
H -2.53 0.67 -12.69
H -3.08 -0.68 -11.77
H -0.08 -0.06 -11.98
H -0.96 -1.00 -13.18
H -0.86 -1.59 -11.53
C 4.42 0.41 1.73
C 3.84 0.14 3.11
N 3.36 -1.22 3.30
C 2.60 -1.40 4.54
C 3.35 -1.22 5.86
C 4.32 -2.29 3.00
C 5.62 -2.31 3.79
H 3.68 0.21 0.95
H 4.70 1.47 1.65
H 5.31 -0.18 1.53
H 3.00 0.83 3.25
H 4.60 0.41 3.86
H 2.13 -2.39 4.54
H 1.76 -0.70 4.52
H 3.98 -2.08 6.09
H 2.63 -1.12 6.68
H 3.97 -0.32 5.87
H 4.56 -2.24 1.93
H 3.82 -3.26 3.11
H 6.06 -1.32 3.91
H 6.36 -2.93 3.27
H 5.49 -2.75 4.78
C -1.11 4.34 -1.51
C -0.42 5.70 -1.45
N -0.44 6.31 -0.13
C 0.02 7.71 -0.14
C 1.47 7.98 -0.52
C 0.09 5.50 0.97
C 1.53 5.02 0.86
H -2.16 4.41 -1.19
H -1.11 3.97 -2.54
H -0.61 3.59 -0.90
H -0.94 6.36 -2.15
H 0.60 5.58 -1.83
H -0.18 8.16 0.84
H -0.63 8.26 -0.83
H 2.16 7.73 0.29
H 1.60 9.04 -0.74
H 1.78 7.43 -1.42
H -0.56 4.62 1.08
H -0.04 6.04 1.91
H 1.79 4.67 -0.14
H 1.70 4.18 1.55
H 2.24 5.80 1.15
C 6.85 0.02 6.55
C 6.22 0.73 7.74
N 6.64 0.21 9.04
C 5.85 0.74 10.15
C 5.95 2.24 10.44
C 8.08 0.16 9.27
C 8.86 1.47 9.19
H 6.63 -1.05 6.57
H 6.44 0.43 5.62
H 7.93 0.16 6.51
H 5.14 0.61 7.65
H 6.42 1.80 7.65
H 6.11 0.20 11.07
H 4.80 0.50 9.96
H 6.88 2.50 10.94
H 5.13 2.54 11.11
H 5.86 2.85 9.53
H 8.52 -0.54 8.56
H 8.27 -0.30 10.25
H 8.55 2.09 8.35
H 9.93 1.26 9.06
H 8.77 2.05 10.11
C -1.52 -1.39 4.27
C -2.10 -1.67 5.65
N -2.57 -3.04 5.83
C -3.33 -3.22 7.07
C -2.59 -3.04 8.39
C -1.62 -4.10 5.53
C -0.31 -4.12 6.32
H -2.25 -1.59 3.48
H -1.23 -0.34 4.19
H -0.62 -1.98 4.07
H -2.93 -0.98 5.79
H -1.34 -1.41 6.40
H -3.80 -4.21 7.06
H -4.17 -2.51 7.05
H -1.96 -3.90 8.62
H -3.31 -2.95 9.21
H -1.97 -2.14 8.40
H -1.37 -4.05 4.46
H -2.11 -5.07 5.64
H 0.12 -3.12 6.44
H 0.43 -4.73 5.79
H -0.44 -4.56 7.31
C -8.03 -2.33 -2.48
C -8.08 -1.77 -3.90
N -8.03 -2.78 -4.95
C -7.84 -2.21 -6.28
C -8.96 -1.33 -6.84
C -9.02 -3.85 -4.86
C -10.50 -3.45 -4.89
H -7.12 -2.92 -2.33
H -8.02 -1.51 -1.76
H -8.89 -2.95 -2.25
H -7.22 -1.10 -4.01
H -8.98 -1.14 -3.99
H -7.64 -3.02 -7.00
H -6.92 -1.61 -6.27
H -9.81 -1.92 -7.18
H -8.59 -0.77 -7.71
H -9.32 -0.59 -6.12
H -8.84 -4.41 -3.95
H -8.84 -4.57 -5.66
H -10.70 -2.57 -4.27
H -11.10 -4.27 -4.50
H -10.84 -3.25 -5.90
```

Kohn-Sham gap of number 1 (C41H98N2O27)? 8.763 eV

Which value of LUMO energy does entry 1 give? 0.266 eV